Entry 1:
{"formula": "C3H4N2", "method": "ωB97M-V/def2-TZVPD", "symbols": ["N", "C", "C", "C", "N", "H", "H", "H", "H"], "coordinates": [[0.577239, 1.003700, -0.434649], [0.953111, -0.126496, 0.052473], [-0.287425, -0.790113, 0.484865], [-1.187930, 0.407060, -0.232476], [-2.223549, 0.858077, -0.521896], [1.208244, 1.682991, -0.855189], [1.880155, -0.637720, -0.207336], [-0.430774, -1.825056, 0.178149], [-0.489070, -0.572441, 1.536060]], "forces_ev_per_a": [[2.1, -0.1, 0.4], [-0.1, 1.0, -2.3], [-1.7, 2.6, -0.6], [-1.6, -3.1, 1.6], [0.6, 0.1, -0.1], [0.4, -0.3, 0.0], [0.3, 0.4, 0.9], [-0.3, 0.2, 0.0], [0.1, -0.7, 0.1]], "nbo_charge": [-0.56, 0.16, -0.53, 0.28, -0.44, 0.38, 0.20, 0.25, 0.26], "relative_energy_kcal_mol": 71.3, "molar_mass_g_mol": 68.1, "e_homo_ha": -0.3273, "largest_force_ev_per_a": 3.86}

---

Entry 2:
{"formula": "C2H4N2O4", "method": "ωB97M-V/def2-TZVPD", "symbols": ["C", "C", "H", "H", "H", "H", "N", "N", "O", "O", "O", "O"], "coordinates": [[-0.694390, -0.003710, -0.433500], [1.626300, -0.781659, 0.890408], [-1.751661, 1.630524, -1.760657], [0.454792, 1.614948, -0.182431], [-0.691356, -1.169196, 1.462486], [2.772313, -0.097888, 0.750630], [-0.014390, 1.213698, -0.892649], [-0.501983, -0.120346, 1.017392], [-0.791751, 1.966081, -1.939139], [-1.599201, -0.582766, -0.909243], [0.703136, 0.169782, 1.243374], [1.342701, -2.168052, 1.119424]], "forces_ev_per_a": [[-0.4, 3.3, 2.3], [1.3, -5.8, 3.2], [2.2, 0.8, -0.4], [1.4, 3.1, 2.4], [0.2, 3.1, -2.0], [-3.5, -2.9, 0.2], [-4.0, -4.5, -4.5], [-6.3, -5.1, -0.8], [-0.4, -2.0, 2.8], [-0.9, -0.7, -2.0], [8.4, 1.0, 1.0], [2.1, 9.8, -2.3]], "nbo_charge": [0.72, 0.57, 0.48, 0.38, 0.39, 0.21, -0.39, -0.34, -0.52, -0.55, -0.37, -0.58], "relative_energy_kcal_mol": 158.5, "molar_mass_g_mol": 120.1, "e_homo_ha": -0.3830, "largest_force_ev_per_a": 10.27}

---

Entry 3:
{"formula": "C32H57ClFN7O8", "method": "ωB97M-V/def2-TZVPD", "symbols": ["C", "C", "Cl", "C", "C", "C", "C", "C", "C", "C", "C", "F", "C", "C", "C", "O", "N", "C", "O", "H", "H", "H", "H", "H", "H", "H", "H", "H", "H", "H", "H", "H", "H", "H", "C", "C", "O", "N", "C", "H", "H", "H", "H", "H", "H", "H", "C", "C", "O", "N", "C", "H", "H", "H", "H", "H", "H", "H", "C", "C", "O", "N", "C", "H", "H", "H", "H", "H", "H", "H", "C", "C", "O", "N", "C", "H", "H", "H", "H", "H", "H", "H", "C", "C", "O", "N", "C", "H", "H", "H", "H", "H", "H", "H", "C", "C", "O", "N", "C", "H", "H", "H", "H", "H", "H", "H"], "coordinates": [[4.496566, 2.056765, -0.866043], [3.213662, 2.858233, -0.742275], [3.653571, 4.612940, -0.640736], [2.271869, 2.644410, -1.937517], [0.813187, 2.603413, -1.567815], [-0.095902, 3.457360, -2.200766], [-1.448543, 3.474644, -1.864362], [-1.969532, 2.631389, -0.870223], [-3.422034, 2.672876, -0.486683], [-3.778624, 4.073736, 0.060737], [-5.031798, 4.069160, 0.925049], [-4.747164, 4.569451, 2.188260], [-1.065545, 1.767308, -0.261648], [0.281717, 1.753410, -0.608837], [0.951947, 0.685674, 0.184347], [2.025271, 0.187540, 0.038056], [0.000501, 0.235903, 1.138912], [-1.283160, 0.745267, 0.810648], [-2.287953, 0.339378, 1.302151], [5.063644, 2.057165, 0.057260], [5.109722, 2.501564, -1.645505], [4.257823, 1.042829, -1.165313], [2.726590, 2.652181, 0.199238], [2.570381, 1.781449, -2.524597], [2.400581, 3.518671, -2.567435], [0.248381, 4.130063, -2.971323], [-2.096934, 4.161451, -2.387131], [-3.609123, 1.949535, 0.291944], [-4.035862, 2.452605, -1.353522], [-2.949515, 4.385638, 0.691909], [-3.853342, 4.785399, -0.755045], [-5.792429, 4.715307, 0.493484], [-5.437224, 3.065390, 1.017942], [0.280765, 0.434308, 2.093246], [-5.492696, -0.431628, -3.154989], [-4.916789, -0.476649, -1.759471], [-5.341520, 0.231622, -0.855790], [-3.892468, -1.330053, -1.529227], [-3.259030, -2.256430, -2.446802], [-6.295852, 0.298591, -3.171445], [-4.731400, -0.136571, -3.878271], [-5.894974, -1.405068, -3.436699], [-3.557252, -1.300023, -0.578058], [-3.362634, -3.274736, -2.067817], [-2.195993, -2.024617, -2.540400], [-3.714719, -2.199055, -3.429097], [1.368245, -5.307631, -1.301030], [2.206787, -4.068998, -1.086970], [3.347173, -3.972756, -1.518821], [1.645495, -3.041385, -0.407177], [0.324583, -2.950090, 0.185653], [1.955698, -6.026675, -1.863222], [1.085281, -5.752986, -0.346709], [0.465290, -5.070351, -1.865099], [2.248151, -2.234444, -0.319696], [-0.215632, -2.119365, -0.269349], [0.428707, -2.748857, 1.252310], [-0.244391, -3.864103, 0.050972], [2.891019, -1.719473, -3.890720], [2.177275, -1.244455, -5.131780], [1.367936, -0.329155, -5.110066], [2.467167, -1.882748, -6.297481], [3.389852, -2.981895, -6.511058], [2.557178, -1.121931, -3.047609], [2.667358, -2.765804, -3.686186], [3.969852, -1.603457, -3.996340], [1.961585, -1.522188, -7.090766], [4.164797, -2.690108, -7.222073], [2.859075, -3.845725, -6.915365], [3.863444, -3.270617, -5.579269], [-4.912988, -2.353522, 2.103090], [-5.770706, -3.190024, 1.183155], [-5.292713, -3.840651, 0.266636], [-7.110825, -3.184389, 1.402281], [-7.850817, -2.468264, 2.423699], [-3.876194, -2.460596, 1.799446], [-5.189670, -1.300646, 2.035990], [-5.012122, -2.688269, 3.136462], [-7.626603, -3.756813, 0.753241], [-8.399169, -3.171101, 3.053477], [-8.566824, -1.787644, 1.960558], [-7.179348, -1.891104, 3.049223], [4.340048, -0.180087, 2.993240], [5.508755, -0.763932, 2.233571], [6.487752, -0.098527, 1.938359], [5.434221, -2.075655, 1.872881], [4.357675, -3.016674, 2.112582], [4.535530, 0.868929, 3.189929], [3.426680, -0.250178, 2.398494], [4.201777, -0.703648, 3.941692], [6.243757, -2.400092, 1.368479], [4.720403, -3.863917, 2.698468], [3.970835, -3.394770, 1.163530], [3.548575, -2.539283, 2.655478], [4.546478, 4.118192, 5.466291], [3.511854, 3.503875, 4.554470], [3.825450, 2.913728, 3.533150], [2.206272, 3.633608, 4.912438], [1.654651, 4.296774, 6.079469], [5.528010, 3.929626, 5.043589], [4.398342, 5.195426, 5.548095], [4.498608, 3.673440, 6.460972], [1.566569, 3.208530, 4.261326], [1.082338, 3.587813, 6.679945], [0.989154, 5.105198, 5.772897], [2.446153, 4.712052, 6.692907]], "forces_ev_per_a": [[-0.1, 0.3, -0.2], [0.4, -0.3, -0.2], [-0.1, 0.1, 0.1], [-0.1, 0.7, 0.3], [0.0, -0.1, -0.3], [-0.4, -0.2, 0.4], [0.5, -0.4, 0.3], [0.0, -0.2, -0.3], [0.3, 0.8, 0.1], [0.2, -0.6, 0.1], [0.0, 0.3, -0.6], [0.0, 0.0, 0.3], [-0.2, 0.2, -0.2], [0.2, 0.0, -0.2], [-1.0, 0.5, -0.1], [1.0, -0.2, 0.0], [0.2, 0.2, 0.3], [0.8, 0.6, -0.6], [-0.8, -0.1, 0.6], [0.1, 0.0, 0.2], [0.1, 0.0, -0.1], [0.0, -0.3, 0.2], [-0.1, 0.0, 0.2], [0.0, -0.3, 0.1], [0.1, -0.1, -0.4], [0.2, 0.1, -0.1], [-0.2, 0.1, 0.0], [-0.2, -0.3, 0.0], [-0.2, -0.2, 0.0], [0.0, 0.2, 0.1], [0.0, 0.2, -0.1], [-0.2, 0.0, 0.0], [0.0, -0.1, 0.2], [0.0, -0.7, 0.1], [0.0, 0.0, 0.0], [0.1, -0.1, 0.2], [-0.2, 0.0, -0.1], [0.1, 0.1, -0.1], [0.0, 0.0, 0.3], [0.0, 0.0, 0.1], [0.0, -0.1, 0.0], [0.0, 0.0, -0.1], [0.0, -0.1, 0.0], [0.0, 0.0, -0.1], [0.0, 0.0, -0.1], [0.0, 0.0, 0.0], [0.1, 0.0, 0.0], [0.0, 0.1, 0.0], [0.0, -0.1, 0.0], [0.0, -0.1, 0.0], [0.3, 0.2, 0.0], [0.0, 0.0, 0.0], [-0.1, 0.0, 0.0], [-0.1, 0.0, 0.1], [-0.1, 0.1, 0.0], [-0.2, -0.1, 0.1], [-0.2, 0.0, 0.0], [0.1, -0.1, -0.1], [-0.1, 0.1, 0.0], [0.0, 0.1, 0.0], [0.0, 0.0, 0.0], [0.0, 0.0, 0.1], [-0.2, 0.2, -0.2], [0.0, 0.0, 0.0], [0.1, 0.0, 0.0], [0.0, -0.1, 0.0], [0.0, 0.0, 0.0], [0.1, -0.1, 0.0], [0.1, -0.1, 0.0], [0.0, 0.0, 0.0], [0.0, 0.0, 0.0], [0.0, 0.1, -0.1], [0.1, 0.0, 0.0], [0.1, 0.0, 0.1], [-0.1, -0.2, -0.2], [0.0, 0.0, 0.0], [0.0, 0.0, 0.0], [0.0, 0.1, 0.0], [0.0, 0.0, 0.0], [0.0, 0.1, 0.1], [0.0, 0.1, 0.1], [0.0, 0.0, 0.0], [0.1, 0.0, 0.0], [0.0, 0.0, -0.1], [0.0, 0.0, 0.0], [-0.1, 0.0, 0.1], [0.2, 0.0, -0.2], [0.1, 0.0, 0.0], [0.0, -0.1, 0.0], [-0.1, 0.0, 0.0], [0.0, 0.0, 0.0], [-0.1, 0.0, 0.1], [0.0, 0.0, 0.0], [0.0, 0.0, 0.0], [0.0, 0.0, 0.0], [0.1, 0.0, -0.1], [-0.2, 0.1, 0.0], [0.1, 0.0, 0.1], [-0.1, -0.1, -0.3], [0.0, 0.0, -0.1], [0.0, 0.0, 0.1], [0.0, 0.1, 0.0], [0.0, 0.0, 0.0], [0.0, 0.0, 0.1], [0.0, 0.1, 0.1], [0.0, 0.0, 0.0]], "mulliken_charge": [-1.35, 0.75, -0.25, -1.14, 1.01, -1.39, -1.18, 1.16, -0.66, -0.81, -0.23, -0.34, -0.50, 0.51, -0.01, -0.54, 0.18, 0.19, -0.65, 0.37, 0.45, 0.15, 0.04, 0.23, 0.62, 0.46, 0.45, 0.47, 0.31, 0.44, 0.37, 0.27, 0.18, 0.31, -1.77, 1.06, -0.63, 0.27, -1.00, 0.37, 0.38, 0.46, -0.13, 0.29, 0.27, 0.41, -1.67, 1.07, -0.64, 0.32, -0.95, 0.41, 0.37, 0.32, -0.01, 0.15, 0.22, 0.45, -0.70, 0.67, -0.68, -0.15, -0.82, -0.08, 0.32, 0.33, 0.25, 0.28, 0.27, 0.32, -1.19, 0.82, -0.66, -0.18, -0.85, 0.10, 0.34, 0.51, 0.24, 0.30, 0.28, 0.32, -0.69, 0.69, -0.68, -0.13, -0.57, 0.14, -0.04, 0.48, 0.24, 0.34, 0.00, 0.27, -1.42, 0.79, -0.55, -0.08, -0.90, 0.28, 0.39, 0.40, 0.15, 0.29, 0.30, 0.33], "smiles": "C[C@@H](Cl)Cc1ccc(CCCF)c2c1C(=O)NC2=O.CNC(C)=O.CNC(C)=O.CNC(C)=O.CNC(C)=O.CNC(C)=O.CNC(C)=O", "molar_mass_g_mol": 722.3, "e_homo_ha": -0.3304, "largest_force_ev_per_a": 1.15}